The molecule C6H9N, computed with wB97M-V/def2-TZVPD.

ORCA input file:
```
! RIJCOSX wB97M-V def2-TZVPD def2/J DEFGRID3
* xyz 0 1
C -0.4621 1.4818 0.0931
C -0.5510 -0.0213 -0.0426
C 0.4526 -0.6462 -1.0021
C 1.8425 -0.4595 -0.5707
C 2.9791 -0.2964 -0.2056
C -1.0391 -0.8247 1.0974
N -1.8662 -0.6553 -0.1011
H 0.5294 1.7782 0.4507
H -1.2077 1.8575 0.8031
H -0.6322 1.9698 -0.8750
H 0.3177 -0.2096 -2.0008
H 0.2301 -1.7150 -1.0938
H 3.9878 -0.1607 0.1168
H -0.6600 -1.8311 1.2545
H -1.3249 -0.2991 2.0051
H -2.5960 0.0317 0.0710
*
```

Properties
ΔE to the lowest compared entry with this formula, charge and spin = 273.8 kJ/mol